# 1
C20H10Cl2N3O4PdS | ωB97M-V with the def2-TZVPD basis set

```
! wB97M-V def2-TZVPD RIJCOSX def2/J DEFGRID3
* xyz -2 2
Pd 1.62 0.75 0.73
O -5.50 1.28 -0.77
N -5.16 1.33 0.45
O -6.04 1.48 1.35
C -3.83 1.26 0.83
C -3.54 1.31 2.19
C -2.23 1.28 2.68
C -1.92 1.30 4.06
C -0.61 1.30 4.46
C 0.41 1.28 3.50
N 0.15 1.23 2.20
C -1.13 1.21 1.79
C -1.40 1.10 0.37
N -0.33 0.99 -0.44
C -0.50 0.85 -1.74
C -1.76 0.81 -2.31
C -2.88 0.94 -1.51
C -2.74 1.11 -0.13
H -4.38 1.38 2.87
H -2.73 1.31 4.78
H -0.34 1.30 5.51
H 1.46 1.33 3.77
H 0.41 0.78 -2.33
H -1.87 0.67 -3.38
H -3.87 0.92 -1.93
Cl 3.70 -4.52 -4.48
C 3.40 -3.13 -3.45
C 3.82 -1.86 -3.87
C 3.59 -0.78 -3.07
Cl 4.08 0.79 -3.63
C 2.99 -0.86 -1.75
O 2.88 0.18 -1.05
C 2.54 -2.19 -1.39
C 1.81 -2.49 -0.17
O 1.64 -1.79 0.80
C 2.76 -3.28 -2.25
H 4.31 -1.74 -4.83
H 1.36 -3.51 -0.18
H 2.42 -4.26 -1.94
S 4.14 -0.09 2.49
C 3.26 1.05 1.78
*
```

ΔE to the lowest compared entry with this formula, charge and spin	12.0	kcal/mol
maximum force	1.82	eV/Å
electronic energy	-2679.760102	Eh
E_HOMO (spin up / spin down)	-0.0018 / -0.0025	Eh
lowest unoccupied orbital energy (spin up / spin down)	4.156 / 4.156	eV



# 2
C42H39GeO2 | ωB97M-V with the def2-TZVPD basis set

```
! wB97M-V def2-TZVPD RIJCOSX def2/J DEFGRID3
* xyz 1 1
C -1.86 2.64 -0.63
C -0.98 1.44 -0.44
C -1.52 0.22 -0.22
C 0.53 1.59 -0.57
Ge 1.08 2.03 -2.41
C -0.29 1.45 -3.64
C -0.95 2.36 -4.47
C -1.99 1.92 -5.30
C -2.37 0.58 -5.30
C -1.71 -0.34 -4.47
C -0.67 0.10 -3.65
C 1.45 3.89 -2.74
C 2.10 4.24 -3.94
C 2.40 5.58 -4.22
C 2.06 6.57 -3.30
C 1.42 6.23 -2.10
C 1.12 4.89 -1.81
C 2.69 1.06 -2.79
C 2.79 0.18 -3.88
C 3.98 -0.51 -4.11
C 5.08 -0.33 -3.26
C 4.99 0.56 -2.18
C 3.80 1.26 -1.95
H -1.30 3.56 -0.82
H -2.56 2.51 -1.47
H -2.47 2.81 0.27
H -0.90 -0.67 -0.17
H -2.60 0.09 -0.15
H 0.93 2.40 0.05
H 1.06 0.65 -0.34
H -0.65 3.41 -4.48
H -2.49 2.64 -5.95
H -3.18 0.24 -5.94
H -2.00 -1.39 -4.45
H -0.17 -0.63 -3.00
H 2.38 3.47 -4.67
H 2.90 5.83 -5.16
H 2.29 7.62 -3.51
H 1.15 7.00 -1.37
H 0.64 4.63 -0.87
H 1.94 0.05 -4.55
H 4.05 -1.20 -4.95
H 6.01 -0.88 -3.44
H 5.84 0.72 -1.52
H 3.74 1.96 -1.12
C 2.72 2.87 5.39
O 1.49 3.29 4.74
C 0.56 2.34 4.46
C -0.65 2.79 3.88
C -1.64 1.88 3.60
C -1.45 0.48 3.82
C -2.51 -0.40 3.49
C -2.37 -1.68 2.90
C -3.48 -2.58 2.84
C -3.40 -3.78 2.17
C -2.20 -4.14 1.55
O -2.15 -5.37 0.89
C -1.78 -6.51 1.60
C -2.56 -7.65 1.42
C -2.26 -8.79 2.16
C -1.17 -8.80 3.04
C -0.38 -7.65 3.18
C -0.68 -6.49 2.46
C -1.09 -3.27 1.54
C -1.17 -2.08 2.25
C -0.22 0.06 4.41
C 0.76 0.97 4.74
H 3.26 3.81 5.52
H 2.52 2.40 6.36
H 3.29 2.18 4.75
H -0.76 3.85 3.67
H -2.58 2.21 3.16
H -3.52 -0.07 3.71
H -4.41 -2.29 3.34
H -4.25 -4.46 2.10
H -3.40 -7.61 0.73
H -2.89 -9.68 2.05
H -0.93 -9.70 3.60
H 0.48 -7.64 3.85
H -0.08 -5.58 2.55
H -0.19 -3.54 0.99
H -0.31 -1.41 2.25
H -0.06 -1.00 4.62
H 1.70 0.64 5.21
*
```

ΔE to the lowest compared entry with this formula, charge and spin	0.7	kcal/mol
maximum force	1.72	eV/Å
electronic energy	-3850.944525	Eh
E_HOMO	-0.3895	Eh
lowest unoccupied orbital energy	-5.342	eV



# 3
C3H9N2O2 | ωB97M-V with the def2-TZVPD basis set

```
! wB97M-V def2-TZVPD RIJCOSX def2/J DEFGRID3
* xyz 1 1
C 0.14 -1.59 1.00
N -0.26 -0.54 0.00
C -0.68 1.00 0.39
O -1.87 1.27 -0.21
N 0.48 1.44 -0.29
C 1.01 0.19 -0.63
O 1.39 -0.07 -1.87
H 0.90 -1.09 1.72
H -0.69 -2.03 1.61
H 0.68 -2.31 0.49
H -0.76 -0.97 -0.75
H -0.67 1.06 1.46
H -2.73 1.36 0.20
H 0.36 2.36 -0.77
H 1.90 -0.15 0.19
H 0.80 0.09 -2.56
*
```

ΔE to the lowest compared entry with this formula, charge and spin	78.5	kcal/mol
maximum force	4.06	eV/Å
electronic energy	-379.379769	Eh
E_HOMO	-0.5399	Eh
lowest unoccupied orbital energy	-2.931	eV
SMILES string	C[N@H+]1[C@H](O)N[C@@H]1O



# 4
C3H2INS | ωB97M-V with the def2-TZVPD basis set

```
! wB97M-V def2-TZVPD RIJCOSX def2/J DEFGRID3
* xyz 0 1
C -0.05 1.17 1.32
C 0.23 1.09 0.08
C -0.18 -1.46 -0.61
N 0.62 0.89 -1.05
S 0.36 -0.53 -1.87
I -0.77 -3.36 -1.41
H 0.46 0.28 1.72
H -0.68 1.92 1.81
*
```

ΔE to the lowest compared entry with this formula, charge and spin	91.2	kcal/mol
maximum force	2.00	eV/Å
electronic energy	-865.983239	Eh
E_HOMO	-0.3270	Eh
lowest unoccupied orbital energy	-0.808	eV